1.
Entry from OMol25: a 2-piece molecular cluster, C7H19BNO overall at a distorted geometry (ωB97M-V with the def2-TZVPD basis set).

Results
**Kohn-Sham gap**: 9.63 eV
**LUMO energy**: -2.843 eV
**Charge**: +1
**HOMO energy**: -12.48 eV

Geometry as XYZ:
```
29
C7H19BNO (ωB97M-V with the def2-TZVPD basis set)
B -0.85761 1.67882 -2.10242
C -0.01144 1.01032 -3.15616
C 1.31572 -2.53036 1.32360
C -1.14188 -2.46399 1.08012
C 0.97596 2.20880 0.86269
C 0.20968 -0.65750 -0.11484
C -0.71909 0.53641 -0.09871
C 0.11347 -1.60565 1.17835
N -0.25480 1.50620 1.07506
O -1.46888 2.75594 -1.79883
H 0.89061 0.49987 -2.77311
H 0.37617 1.80650 -3.69348
H -0.68327 0.29761 -3.51712
H 1.27418 -3.33055 0.60797
H 1.29415 -3.03929 2.34255
H 2.30804 -2.16020 1.33536
H -1.14740 -3.30721 0.32126
H -1.42055 -2.79194 2.09199
H -1.93419 -1.79182 0.72854
H 1.14239 2.58798 -0.14816
H 1.03233 3.00396 1.55711
H 1.83235 1.45088 0.96992
H 1.24182 -0.22907 -0.24693
H 0.05909 -1.28087 -1.07322
H -1.71351 0.24716 0.27051
H 0.06565 -0.93808 1.97798
H -0.98304 2.13949 1.43766
H -0.07256 0.95178 1.95107
H -1.72340 3.44480 -2.38877
```

---

2.
Entry from OMol25: a 2-piece molecular cluster, C7H19BNO4 overall at a distorted geometry (ωB97M-V with the def2-TZVPD basis set).

Results
**Kohn-Sham gap**: 10.54 eV
**LUMO energy**: -3.415 eV
**Charge**: +1
**HOMO energy**: -13.95 eV

Geometry as XYZ:
```
32
C7H19BNO4 (ωB97M-V with the def2-TZVPD basis set)
O -2.31084 3.77624 -0.52145
B -1.56109 3.62177 0.62637
O -2.07210 4.09990 1.79148
O -0.27727 3.09345 0.58051
C 0.01261 1.75739 0.27591
C 0.21023 0.85423 1.50637
C -1.12200 0.17176 1.69190
N -1.70562 -0.01907 0.30727
C -0.91958 0.91242 -0.59288
H -3.12619 3.27959 -0.47016
H -1.68080 3.71514 2.57791
H 0.92139 1.78734 -0.32196
H 0.40683 1.51842 2.34122
H 1.05577 0.20537 1.31622
H -1.11420 -0.74710 2.26340
H -1.78813 0.87940 2.18035
H -1.58820 -0.98717 0.01358
H -2.68798 0.23675 0.33711
H -0.22948 0.23986 -1.09942
H -1.48145 1.34460 -1.41274
C 1.71732 -3.76677 -1.36017
C 1.21461 -2.36258 -1.08254
C 2.24374 -1.31215 -1.47274
O 0.85824 -2.22546 0.30683
H 2.61937 -3.96630 -0.77687
H 0.96911 -4.50620 -1.07794
H 1.95594 -3.89838 -2.41481
H 0.28693 -2.19506 -1.63794
H 3.15978 -1.44574 -0.89311
H 1.87732 -0.30205 -1.27343
H 2.49686 -1.38033 -2.52980
H 1.65888 -2.37928 0.82154
```

---

3.
Entry from OMol25: C7H19Cl3O8P2 as an isolated structure at a distorted geometry (ωB97M-V with the def2-TZVPD basis set).

Results
**Kohn-Sham gap**: 9.20 eV
**LUMO energy**: 0.423 eV
**Charge**: 0
**HOMO energy**: -8.77 eV

Geometry as XYZ:
```
39
C7H19Cl3O8P2 (ωB97M-V with the def2-TZVPD basis set)
C 15.73339 -18.02700 3.94233
O 15.86965 -18.38600 2.54102
P 17.23249 -19.00555 1.98122
O 17.77566 -20.27776 2.54657
O 17.00553 -19.06610 0.35496
C 16.86609 -17.88417 -0.37078
O 18.16567 -17.64615 2.22935
C 19.59961 -17.66201 2.01390
H 14.80439 -18.43719 4.33831
H 15.67314 -16.94952 4.09569
H 16.49293 -18.39025 4.63462
H 15.84761 -17.76976 -0.74191
H 17.54772 -17.86890 -1.22122
H 17.10375 -16.97008 0.17333
H 20.01997 -18.66758 2.02868
H 20.12007 -17.02107 2.72553
H 19.63969 -17.13927 1.05826
C 12.07258 -14.20221 0.16979
O 12.98759 -13.66581 1.04806
P 14.44896 -13.12597 0.55668
O 15.06936 -14.04135 -0.40177
O 15.25848 -12.92322 1.96075
C 16.72528 -12.68903 1.99604
O 14.08140 -11.62850 0.00213
C 13.49774 -10.68922 0.84869
H 11.86054 -15.23433 0.44883
H 12.37673 -14.12443 -0.87402
H 11.10856 -13.69400 0.14797
H 17.26307 -13.54697 2.39953
H 16.94909 -11.79974 2.58526
H 17.11797 -12.53025 0.99171
H 13.12642 -9.87713 0.22360
H 14.26910 -10.38918 1.55798
H 12.64634 -11.02648 1.43985
C 15.15139 -15.75734 1.25421
Cl 14.47455 -16.88482 2.45749
Cl 14.96422 -16.33787 -0.38887
Cl 16.82935 -15.30028 1.60919
H 14.54840 -14.85002 1.28975
```

---

4.
Entry from OMol25: an isolated ion of composition C7H19NP and charge +1 at a distorted geometry (ωB97M-V with the def2-TZVPD basis set).

Results
**Kohn-Sham gap (alpha / beta)**: 7.41 / 7.53 eV
**LUMO energy (alpha / beta)**: -4.692 / -4.540 eV
**SMILES**: CC(C)=[PH2][NH2+]C(C)(C)C
**Charge**: +1
**HOMO energy (alpha / beta)**: -12.10 / -12.07 eV

Geometry as XYZ:
```
28
C7H19NP (ωB97M-V with the def2-TZVPD basis set)
C 0.31537 -2.70990 1.89487
C -0.61356 -1.58651 1.82144
C -2.08352 -2.04587 1.98908
P -0.52774 0.09325 1.40416
N 0.50830 -0.02320 -0.53550
C 0.65202 1.21904 -1.28386
C 2.04109 1.34169 -1.89296
C -0.56845 1.09951 -2.35918
C 0.26291 2.40330 -0.39588
H 0.55777 -2.93737 0.86580
H -0.22217 -3.62362 2.32124
H 1.26800 -2.52535 2.48821
H -2.26287 -2.71470 1.09261
H -2.72806 -1.13760 1.94058
H -2.15157 -2.69708 2.85502
H -1.30890 0.79046 2.14784
H 0.77121 0.65310 1.72333
H 0.18526 -0.78124 -1.16382
H 1.40187 -0.19617 -0.10788
H 2.86775 1.27616 -1.25147
H 2.19376 0.67251 -2.73156
H 1.94855 2.25147 -2.40496
H -1.46558 1.09749 -1.78456
H -0.45045 0.17306 -2.84132
H -0.80214 1.88319 -3.05936
H -0.83081 2.14315 -0.00893
H 1.00612 2.71273 0.36964
H 0.03582 3.16849 -1.09259
```

---

5.
Entry from OMol25: C7H20BF4O5Rb as an isolated structure at a distorted geometry (ωB97M-V with the def2-TZVPD basis set).

Results
**Kohn-Sham gap**: 7.81 eV
**LUMO energy**: -0.650 eV
**Charge**: 0
**HOMO energy**: -8.46 eV

Geometry as XYZ:
```
38
C7H20BF4O5Rb (ωB97M-V with the def2-TZVPD basis set)
Rb 0.26700 0.06675 0.49593
B -0.52598 2.47490 2.02365
F -1.79988 2.14199 2.41660
F 0.29739 1.38642 2.06240
F -0.44715 2.93583 0.78037
F 0.07283 3.38786 2.81844
C 2.88930 -3.23201 1.94427
C 2.14254 -1.91971 2.00327
O 1.29884 -1.69932 0.91087
O 1.95436 -4.25710 2.27314
H 3.74116 -3.27433 2.62298
H 3.25694 -3.38490 0.92961
H 2.95136 -1.18901 2.00580
H 1.64754 -1.69027 2.94690
H 1.88297 -1.60955 0.15435
H 1.34169 -4.07952 1.55571
C 0.69939 0.99208 -1.91512
C 0.45699 -0.37873 -2.51724
O -0.26047 -1.10510 -1.54618
O 1.80129 0.86314 -1.06792
H -0.17359 1.53380 -1.55108
H 1.12991 1.58913 -2.71904
H 1.41734 -0.74186 -2.88326
H -0.15455 -0.32427 -3.41788
H -0.27976 -2.05697 -1.66925
H 2.46051 0.40143 -1.59123
C -2.23419 2.27519 -0.91145
C -2.49892 0.99712 -0.12606
C -2.53854 -0.13212 -1.10203
O -1.50593 0.89609 0.89647
H -2.11766 3.11781 -0.22991
H -3.03474 2.50021 -1.61614
H -1.39194 2.11877 -1.58545
H -3.45596 1.02943 0.39464
H -1.62778 -0.17089 -1.69960
H -3.36295 0.07299 -1.78495
H -2.72999 -1.16560 -0.81330
H -1.56937 1.63029 1.51169
```

---

6.
Entry from OMol25: a 2-piece molecular cluster, C7H20N3PS overall at a distorted geometry (ωB97M-V with the def2-TZVPD basis set).

Results
**Kohn-Sham gap**: 8.99 eV
**LUMO energy**: 0.914 eV
**SMILES**: C/C=N/[C@H](C)CCC.NP(N)S
**Charge**: 0
**HOMO energy**: -8.07 eV

Geometry as XYZ:
```
32
C7H20N3PS (ωB97M-V with the def2-TZVPD basis set)
C -0.34379 -1.41238 2.59071
C -0.80726 -0.98187 1.15888
N -0.37115 0.00072 0.50381
C -0.81483 0.44562 -0.77767
C -2.12373 1.16352 -0.34528
C -1.11524 -0.46164 -1.89184
C 0.06494 -1.24995 -2.41975
C 0.29147 -2.54671 -1.70415
H -1.18217 -1.19661 3.26939
H -0.12047 -2.53407 2.52743
H 0.59585 -0.94640 2.87294
H -1.46743 -1.86824 0.77700
H -0.03962 1.11151 -1.00287
H -2.72761 1.75231 -1.05795
H -2.72112 0.24852 -0.14324
H -1.89039 1.75167 0.48320
H -1.68668 0.04323 -2.66681
H -1.78860 -1.18604 -1.46096
H -0.14317 -1.47125 -3.41110
H 0.92310 -0.59771 -2.32596
H 0.44873 -2.08194 -0.74206
H -0.54405 -3.12459 -1.71055
H 1.03633 -3.30682 -2.15558
N 1.84308 1.80453 -0.45476
P 2.12575 1.44535 1.15116
N 0.73970 2.20922 1.79928
S 3.48818 2.93032 1.94689
H 2.46393 1.47390 -1.17247
H 1.72813 2.82151 -0.65131
H 0.58932 1.78681 2.70452
H -0.05506 1.87395 1.20803
H 3.60387 2.10355 3.10107
```